This record from the OMol25 dataset describes C49H53BiIN8O7S2Te as an isolated structure in a non-equilibrium geometry. The level of theory is ωB97M-V/def2-TZVPD.

energy relative to the best compared isomer or geometry (same formula, charge and spin) = 195.4 kJ/mol
multiplicity = 1
HOMO (alpha / beta) = -0.347 / -0.347 Ha
LUMO (alpha / beta) = -4.572 / -2.292 eV
charge = +1
orbital gap (alpha / beta) = 4.9 / 7.1 eV

Positions of all 122 atoms, in Å:
Bi -1.092285 -1.897367 0.115035
O 0.526199 -3.860705 -0.189716
S 1.658558 -4.814627 -0.353718
C 3.088723 -3.925189 0.336000
C 2.710936 -2.835228 1.334890
C 3.676645 -1.702419 1.227475
C 3.661638 -0.813835 -0.076985
S 2.113076 0.074553 -0.257966
O 1.096720 -0.780547 -0.945262
C 2.533368 1.198879 -1.524710
C 3.731642 1.830707 -1.613305
C 3.912995 2.797273 -2.573320
C 2.881078 3.028986 -3.432956
C 1.736771 2.269786 -3.500602
C 1.514567 1.361256 -2.434435
C 1.535642 -6.082378 0.852181
C 2.034223 -7.363348 0.690466
C 1.870403 -8.299939 1.772784
C 1.249060 -7.860062 2.905448
C 0.764653 -6.585805 3.044948
C 0.862451 -5.697740 1.984743
H 3.623798 -3.452520 -0.571046
H 3.712831 -4.751576 0.604384
H 2.587319 -3.279088 2.329731
H 1.673406 -2.498490 1.126575
H 4.767554 -2.114000 1.209145
H 3.771684 -0.992465 2.044881
H 3.806236 -1.214330 -1.147720
H 4.396081 -0.053759 -0.010033
H 4.595434 1.680901 -0.924851
H 4.759410 3.438913 -2.536828
H 2.859699 3.867223 -4.089783
H 0.994949 2.379715 -4.248607
H 0.551794 0.910082 -2.476460
H 2.543245 -7.712970 -0.144880
H 2.243819 -9.271796 1.585558
H 1.187183 -8.571262 3.692137
H 0.311191 -6.257292 3.987474
H 0.457085 -4.700962 2.011175
N 8.761404 7.804507 -0.412419
N 7.846518 6.884454 -0.310786
C 7.139631 6.716995 0.894064
N 7.568552 7.244281 2.027185
N 6.086245 5.983501 0.615196
N 5.169948 5.642146 1.667112
O 5.103195 6.172274 2.733509
O 4.323321 4.851673 1.268392
H 9.169832 7.792046 -1.374032
H -2.016108 -3.567988 8.840238
H 7.116819 6.723998 -1.011323
H 7.181714 6.904822 2.889548
H 8.586442 7.338424 1.888464
C -5.768521 3.445630 0.973856
C -4.298639 2.974136 0.961887
C -3.965014 1.935670 1.758812
C -2.761587 1.229296 1.653911
C -2.877211 -0.031555 2.360807
O -2.295632 -1.085301 1.989043
C -3.826399 -0.285035 3.526026
C -4.671002 -1.345818 3.381895
C -5.536648 -1.635942 4.435795
C -5.469916 -0.808877 5.601640
C -4.592464 0.242057 5.705338
C -3.831251 0.630816 4.631939
C -1.847323 1.396133 0.487744
O -0.766583 0.776289 0.321272
C -2.234968 2.568848 -0.341250
C -3.380455 3.254052 -0.057575
C -1.549652 2.927552 -1.629897
N -1.579273 2.681906 -2.839730
C -2.630244 1.797421 -3.323107
C -1.930588 0.429471 -3.910296
Te -3.121622 -1.153954 -4.748411
C -1.804146 -2.867038 -4.201753
C -2.182342 -4.156184 -4.450655
C -1.390808 -5.229181 -4.169348
C -0.114603 -5.037088 -3.659933
C 0.313637 -3.721784 -3.459951
C -0.459302 -2.655046 -3.779830
C -0.388507 3.964489 -1.272272
C -0.118049 4.909293 -2.272347
C 0.979206 5.688056 -2.011306
C 1.529601 5.707546 -0.706362
C 1.085475 4.801728 0.319518
C 0.064919 3.895860 -0.060622
H -6.256215 3.306839 -0.000659
H -5.819803 4.513364 1.193873
H -6.327408 2.896163 1.799986
H -4.551025 1.765686 2.662970
H -4.618333 -1.910085 2.488746
H -6.083441 -2.613240 4.527701
H -6.109508 -1.106859 6.482777
H -4.607890 0.867872 6.607587
H -3.232856 1.569573 4.659054
H -3.799291 4.024541 -0.728693
H -3.135130 2.284996 -4.152817
H -3.256830 1.533846 -2.448664
H -1.270123 -0.000936 -3.141136
H -1.287841 0.812168 -4.683705
H -3.242064 -4.411889 -4.780905
H -1.769625 -6.251948 -4.499968
H 0.594373 -5.870283 -3.566340
H 1.344054 -3.531787 -3.272185
H -0.162701 -1.624325 -3.692979
H -0.730693 4.692998 -3.224809
H 1.287565 6.251450 -2.851489
H 2.275346 6.422300 -0.522893
H 1.479989 5.014084 1.289282
H -0.303960 3.113518 0.692270
O -6.006331 5.123199 -4.512123
H -5.349378 5.586516 -4.112997
H -6.249943 4.624961 -3.756704
H -2.419570 -1.599558 -1.396213
I -1.244380 -4.689266 8.155204
C -2.928600 -5.848566 1.417431
C -2.728763 -5.889074 0.030631
N -2.359047 -4.654198 -0.428325
N -2.260205 -3.813058 0.625897
C -2.569032 -4.555663 1.714733
H -2.901906 -6.731909 -0.593286
H -2.527146 -4.353471 -1.399426
H -2.399661 -4.131159 2.686324

Cartesian forces, eV/Å:
Bi 0.35 2.91 -0.34
O -0.96 -0.01 0.18
S 1.20 0.10 -1.68
C 0.19 0.96 -2.26
C -1.24 -0.75 0.18
C 3.69 0.52 -1.36
C -1.13 -1.40 -1.42
S -0.46 0.65 1.46
O -0.32 -1.58 -0.15
C -0.85 -1.18 0.24
C 2.30 0.63 0.79
C -0.48 0.01 0.58
C -0.79 0.72 -1.57
C 0.47 -1.34 2.49
C 0.34 1.73 -2.62
C -0.33 -0.18 0.02
C -0.84 -0.71 2.63
C 0.17 2.59 -2.59
C 0.33 -1.05 0.45
C -0.63 1.19 0.30
C -0.08 -0.38 1.04
H -1.02 -0.65 1.22
H 0.69 -0.18 0.89
H 0.62 0.29 0.05
H 0.64 -0.05 -0.23
H -1.71 0.32 0.11
H -0.79 -0.09 0.32
H -0.02 -0.32 1.78
H 0.78 0.70 0.43
H -1.07 -0.04 -0.36
H 0.64 0.27 -0.14
H 0.67 0.54 -0.60
H -0.56 0.40 -0.48
H -0.21 -0.67 0.76
H 0.75 -0.19 -1.63
H 0.20 -0.90 0.35
H -0.28 -0.29 0.82
H 0.10 -0.24 -0.42
H -0.13 0.17 0.26
N 1.86 0.77 -0.46
N -1.80 -0.18 0.56
C -1.43 -1.06 -0.60
N 2.00 0.00 -0.90
N -0.69 -0.11 1.29
N -1.14 -0.77 -3.23
O 1.17 1.05 1.62
O 0.66 -0.05 0.29
H -0.73 0.00 0.85
H -1.01 1.48 0.89
H 0.72 -0.30 -0.61
H -0.10 -0.01 0.17
H -0.52 0.63 1.01
C 0.58 0.10 0.93
C -1.25 -0.75 -0.25
C 0.19 1.11 1.67
C 0.32 -1.87 -0.80
C 0.16 0.19 -0.22
O 0.43 -0.81 -0.65
C 1.54 3.16 -0.41
C -0.70 -0.25 1.52
C 0.23 -0.27 1.76
C -1.22 -2.47 -0.01
C -0.58 1.50 0.74
C 0.61 -1.13 -1.09
C -1.47 2.17 1.06
O -0.33 -1.38 -0.45
C -1.07 -2.18 -0.66
C -1.59 0.87 -0.86
C 3.83 2.81 3.34
N -1.45 -1.52 -2.25
C 0.69 -2.44 0.34
C -0.12 1.72 0.96
Te 0.62 -0.83 0.65
C 0.89 1.85 -0.26
C -3.58 -0.17 -0.25
C 0.68 -2.48 -0.42
C 0.17 -0.21 -0.32
C 0.81 -0.93 -0.54
C -2.75 0.90 -0.19
C -4.82 -1.44 -4.44
C -0.27 -2.16 -0.17
C -0.84 -0.11 0.44
C -1.36 -1.91 0.10
C -0.06 1.96 -2.75
C 2.83 -0.28 5.89
H 0.11 -0.23 0.32
H -0.13 0.05 0.04
H 0.62 0.67 -1.24
H -0.26 -0.32 -0.67
H -0.03 -0.68 -0.64
H 0.21 1.36 -0.52
H 0.81 0.48 -1.09
H 0.06 -0.37 -0.34
H -0.32 -1.08 -0.18
H 0.94 -0.21 -0.10
H -0.36 -0.02 0.17
H -0.38 -0.02 -0.84
H -0.48 0.11 -0.05
H 0.35 -0.11 -0.48
H 1.44 0.63 0.16
H 0.68 1.37 0.77
H -0.43 0.39 0.18
H 0.68 0.02 0.59
H 0.66 0.02 0.13
H 1.49 1.04 1.34
H 0.87 1.16 -0.22
H 1.02 0.71 0.50
H 0.12 -0.63 0.58
H 0.77 1.47 -1.29
O -2.30 -1.51 -1.97
H 3.44 2.81 1.13
H -1.13 -1.31 0.84
H 0.98 -0.34 1.22
I 1.01 -1.48 -0.91
C 1.06 1.11 -2.71
C -0.61 -0.21 0.52
N -1.08 -1.96 0.63
N -1.18 -1.33 0.37
C 0.75 1.43 0.92
H 0.02 -0.20 -0.74
H 0.52 0.12 0.63
H -0.22 0.34 0.17

---

This record from the OMol25 dataset describes a 4-piece molecular cluster, C29H59ClN6O7S2 overall in a non-equilibrium geometry. The level of theory is ωB97M-V/def2-TZVPD.

multiplicity = 1
HOMO = -0.304 Ha
LUMO = 0.260 eV
charge = 0
structure (SMILES) = CCSC[C@]1(CC(N)(N)N)OC(=O)[C@H](CCSc2nnco2)[C@]1(CC(=O)N(C)C)C[C@@H](C)Cl.CC(C)O.CC(C)O.CC(C)O
orbital gap = 8.5 eV

Positions of all 104 atoms, in Å:
C -0.596161 3.050196 7.018146
C -1.055649 1.645485 6.389161
S 0.108786 0.937594 5.123688
C 0.540747 2.439531 4.060917
C 0.368091 2.115405 2.455093
C -1.170160 2.443344 2.253007
C -1.970711 1.710332 1.104127
N -2.811665 2.743086 0.388826
N -1.236608 0.969798 0.062911
N -2.985852 0.756587 1.710976
O 0.356961 0.643604 2.536201
C 1.278702 0.079894 1.623905
O 1.404352 -1.145240 1.534565
C 1.918750 1.304904 0.825873
C 3.434353 0.869723 0.671117
C 3.739363 0.679312 -0.926682
S 4.393014 -1.066840 -1.248454
C 2.840710 -1.997054 -1.618351
N 2.156933 -2.979721 -0.861699
N 1.050569 -3.285417 -1.594776
C 1.069278 -2.524531 -2.786831
O 2.207563 -1.688236 -2.858339
C 1.493470 2.751707 1.460210
C 0.815176 3.714413 0.361550
C 0.323204 5.125944 0.901228
O -0.038794 5.968165 0.026412
N 0.213793 5.542919 2.312548
C 1.200893 6.659410 2.613444
C -1.132607 6.221118 2.511628
C 2.707733 3.556014 2.097489
C 3.533943 4.554278 1.203485
C 4.791880 5.049640 2.119367
Cl 4.271446 3.931093 -0.342694
H -0.451267 3.002579 8.159899
H -1.421016 3.829270 6.812369
H 0.369300 3.473871 6.593338
H -1.180876 0.919303 7.271176
H -2.078325 1.815512 5.887952
H 1.608075 2.684772 4.355652
H -0.157455 3.309777 4.293798
H -1.426972 3.565808 2.189499
H -1.683825 2.127547 3.239576
H -3.236414 2.337834 -0.454254
H -3.502897 3.153419 1.025891
H -1.556533 -0.007416 0.013174
H -1.258436 1.422976 -0.857686
H -3.680228 0.646539 0.949051
H -2.547936 -0.147265 1.934742
H 1.289744 1.312066 -0.138049
H 3.693294 -0.159391 1.119691
H 4.231861 1.574476 1.055777
H 4.601379 1.357058 -1.276504
H 2.807160 0.775065 -1.567147
H 0.258841 -2.577126 -3.594490
H 1.516529 3.940133 -0.524833
H -0.109916 3.239537 -0.136963
H 1.295732 7.371277 1.730431
H 2.189971 6.279649 3.023574
H 0.716998 7.268057 3.463452
H -1.115627 7.318370 2.196296
H -1.443273 6.117211 3.614251
H -1.892560 5.613830 1.916486
H 2.279387 4.171111 2.975063
H 3.448523 2.832548 2.606719
H 3.003010 5.539615 0.932994
H 5.047192 6.125027 1.807462
H 5.720861 4.428093 1.919135
H 4.501612 5.090098 3.233376
C 1.107763 -7.443548 -3.948560
C 1.062692 -6.338803 -4.992014
C 2.432101 -5.707323 -5.188878
O 0.133257 -5.337536 -4.582339
H 1.419836 -7.050140 -2.975803
H 0.115124 -7.880079 -3.808994
H 1.800393 -8.236293 -4.242515
H 0.705202 -6.744712 -5.942271
H 2.789811 -5.253566 -4.258892
H 2.382601 -4.907481 -5.932707
H 3.164636 -6.447766 -5.519894
H 0.441329 -4.972113 -3.740981
C -1.796056 -8.643891 -0.994108
C -3.144209 -8.174958 -1.518911
C -2.998685 -7.444215 -2.844726
O -3.748990 -7.306604 -0.562927
H -1.128137 -7.794553 -0.817884
H -1.914517 -9.156536 -0.035930
H -1.313772 -9.326271 -1.698874
H -3.809010 -9.034012 -1.643853
H -2.372866 -6.552891 -2.733552
H -3.973317 -7.103017 -3.203783
H -2.552418 -8.090581 -3.604878
H -3.168430 -6.543339 -0.445356
C -3.439092 1.243543 -4.037182
C -2.941035 0.238495 -3.010483
C -2.782575 -1.145243 -3.620870
O -3.863358 0.174498 -1.923008
H -4.420537 0.951942 -4.424250
H -3.559094 2.230298 -3.581784
H -2.744301 1.328047 -4.876343
H -1.982697 0.572458 -2.604556
H -3.741125 -1.519482 -3.993624
H -2.435183 -1.859114 -2.868819
H -2.067841 -1.132571 -4.447722
H -4.714917 -0.120328 -2.271675

Cartesian forces, eV/Å:
C -0.36 0.63 0.36
C -0.53 1.17 0.58
S -0.54 1.00 0.42
C 0.30 0.70 -0.27
C -1.59 0.49 3.27
C -0.76 0.41 0.43
C -2.39 -0.20 -0.61
N 1.12 -0.22 0.34
N 0.58 0.15 0.10
N 0.62 0.60 -0.54
O 2.28 -0.05 -2.84
C -1.70 -0.48 0.80
O 0.04 4.07 0.01
C 0.18 -0.72 -0.32
C 0.86 -0.37 -2.11
C 0.39 -0.30 0.56
S -1.87 -0.44 -0.44
C -1.03 -1.19 1.09
N 2.04 3.82 -3.54
N 0.21 2.53 -4.33
C 0.54 -1.45 3.05
O -1.68 -2.66 2.75
C -0.38 -1.52 -0.54
C -0.24 -0.17 0.13
C -1.03 2.70 -3.15
O 1.27 -3.06 2.69
N 0.09 0.94 -0.20
C -0.26 0.43 0.98
C -0.84 -0.92 0.06
C -0.30 -0.63 1.20
C 1.02 1.53 1.76
C -0.39 0.81 -0.41
Cl -0.63 0.18 0.52
H -0.28 -0.07 -1.76
H 1.31 -1.10 0.40
H -1.21 -0.74 0.41
H 0.27 0.73 -1.73
H 1.52 -0.49 0.82
H -1.32 -0.10 -0.53
H 1.17 -1.07 -0.09
H 0.88 -1.72 -0.07
H 0.88 0.21 -1.61
H -0.07 0.10 0.74
H 0.27 -0.38 -0.47
H 0.20 0.93 -0.14
H -0.18 -0.30 0.70
H 0.61 -0.41 0.76
H -0.27 0.46 -0.07
H 1.40 -0.46 1.09
H -0.97 1.67 -0.41
H -1.31 -0.54 -0.32
H -1.54 -1.05 0.37
H 1.34 0.20 0.78
H 1.69 0.35 1.28
H -0.88 -0.32 1.56
H 1.31 0.71 1.04
H 0.12 -0.95 0.98
H -1.14 0.46 -0.84
H 0.91 -0.96 -1.22
H -0.19 -1.57 0.26
H 0.71 0.30 -1.55
H 0.81 1.16 0.67
H 0.70 -0.73 -1.51
H -1.10 1.03 -0.88
H 0.40 -1.94 0.20
H -0.30 -1.56 0.43
H -1.32 0.57 0.51
H 0.51 -0.28 -1.72
C -0.17 -0.25 0.00
C 0.39 0.11 0.57
C 0.09 0.11 -0.26
O -0.28 0.17 -0.16
H 0.10 0.05 -0.10
H 0.07 0.02 -0.08
H -0.03 0.04 0.05
H -0.14 0.17 0.08
H -0.03 -0.15 0.04
H -0.02 -0.12 0.00
H -0.01 0.07 0.04
H 0.01 -0.19 -0.05
C 0.04 -0.25 0.15
C 0.53 0.49 -0.05
C -0.20 -0.01 -0.19
O -0.29 -0.10 0.10
H -0.04 0.01 -0.15
H -0.04 -0.01 -0.11
H 0.02 0.05 0.05
H -0.08 0.15 0.16
H 0.10 -0.13 0.02
H 0.05 -0.11 0.02
H 0.00 0.08 0.01
H -0.06 -0.14 -0.04
C 0.10 0.30 0.03
C -0.57 -0.25 -0.56
C 0.25 -0.20 0.14
O 0.15 0.16 0.37
H 0.10 -0.12 -0.02
H 0.09 -0.06 -0.03
H -0.08 0.00 0.03
H -0.15 -0.04 0.11
H 0.04 0.13 -0.07
H 0.02 0.08 -0.04
H -0.08 -0.02 0.00
H 0.14 0.04 0.04

---

This record from the OMol25 dataset describes the molecule C5H8FIN2 in a non-equilibrium geometry. The level of theory is ωB97M-V/def2-TZVPD.

energy relative to the best compared isomer or geometry (same formula, charge and spin) = 70.3 kJ/mol
multiplicity = 1
HOMO = -0.331 Ha
LUMO = -0.590 eV
charge = 0
structure (SMILES) = [H]/N=N/C(C)=C(/I)[C@H](C)F
orbital gap = 8.4 eV

Positions of all 17 atoms, in Å:
H 3.099576 0.686160 -0.766060
N 2.323788 1.210551 -0.303885
N 1.365138 0.448409 -0.525263
C 0.120929 0.973799 -0.167017
C -0.083466 2.391533 0.258793
C -0.910554 0.024879 -0.263865
I -2.978567 0.344063 -0.381974
C -0.618270 -1.435320 -0.542295
C 0.443899 -1.945635 0.423947
F -0.054708 -1.681229 -1.742859
H 0.730220 2.980702 -0.244289
H -0.055305 2.422353 1.455972
H -1.018505 2.736412 0.024759
H -1.430036 -2.190500 -0.424895
H 0.212641 -1.678351 1.550912
H 1.329259 -1.268264 0.219677
H 0.553063 -3.044425 0.310731

Cartesian forces, eV/Å:
H 0.08 0.64 0.68
N 0.57 -0.73 -0.95
N 0.46 1.03 -0.11
C -3.92 -1.87 0.31
C 3.10 -0.75 2.25
C 1.40 1.05 -0.86
I 0.40 0.53 0.40
C 0.64 -1.63 2.37
C 0.48 1.19 2.73
F 0.11 0.25 -2.19
H -0.86 -0.15 1.00
H 0.45 0.19 -2.59
H -2.32 0.82 -0.86
H -0.29 1.36 -0.30
H 0.03 -0.78 -2.11
H -0.67 -1.97 0.17
H 0.33 0.83 0.06

---

This record from the OMol25 dataset describes a 2-piece molecular cluster, C5H8O overall. The level of theory is ωB97M-V/def2-TZVPD.

energy relative to the best compared isomer or geometry (same formula, charge and spin) = 222.2 kJ/mol
multiplicity = 1
HOMO = -0.311 Ha
LUMO = 1.109 eV
charge = 0
structure (SMILES) = C1=COC=CC1.[H][H]
orbital gap = 9.6 eV

Positions of all 14 atoms, in Å:
C -0.776669 0.054885 1.247070
C -0.160759 -1.061954 0.874741
O 0.207909 -1.342678 -0.417264
C 0.228104 -0.265793 -1.267948
C -0.368420 0.893943 -1.013940
C -1.201185 1.084147 0.229313
H -0.976012 0.215706 2.301860
H 0.141957 -1.859539 1.544472
H 0.818068 -0.481166 -2.152085
H -0.250105 1.708499 -1.721641
H -2.270401 0.966470 -0.006825
H -1.091624 2.100450 0.625931
H 2.551319 -1.176611 0.019963
H 3.147818 -0.836358 -0.263647

Cartesian forces, eV/Å:
C 0.07 -0.15 -0.05
C -0.08 0.14 0.19
O -0.09 0.01 0.00
C -0.03 0.24 -0.08
C 0.07 -0.16 -0.04
C -0.01 0.03 0.01
H -0.01 -0.08 -0.15
H -0.07 0.14 -0.05
H -0.11 0.07 0.11
H -0.05 -0.16 0.05
H 0.14 0.06 0.05
H 0.04 -0.15 -0.05
H 0.11 0.02 -0.04
H 0.03 -0.01 0.05

---

It is found that the E values, taken in the order of the records, are -4439.63258; -3251.92621; -702.27000; -270.47325 a.u..